Molecular formula: C20H14N2O4
Method: DFT, the ωB97M-V functional and the def2-TZVPD basis

Output
- 2S+1: 1
- SMILES: CC1=C/C(=N/c2cccc3c(/N=C4\C=C(C)C(=O)O4)cccc23)OC1=O
- Kohn-Sham gap: 6.94 eV
- E_HOMO: -7.831 eV

```
40
Properties=species:S:1:pos:R:3:mulliken_charge:R:1
O -5.441 -1.831 -1.315 -0.60
O 4.748 1.413 5.296 -0.59
N -1.118 -0.883 -2.464 -0.67
N 0.865 1.482 2.933 -0.62
O -3.207 -1.433 -1.400 -0.25
O 2.654 1.490 4.455 -0.36
C -4.402 -1.685 -1.923 0.20
C 3.951 1.339 4.362 0.30
C -3.060 -1.355 -3.707 -0.78
C 3.239 1.156 2.196 -0.12
C -4.345 -1.695 -3.364 0.90
C 4.401 1.068 2.963 0.21
C -2.397 -1.157 -2.465 0.74
C 2.155 1.369 3.154 0.53
C -0.638 2.716 -0.130 -0.73
C 0.631 -2.139 0.556 -0.95
C 0.105 -2.063 -0.729 -0.26
C -0.087 2.673 1.152 -0.63
C -0.774 1.567 -0.909 -1.03
C 0.662 -0.980 1.352 -0.48
C -0.424 -0.870 -1.226 0.04
C 0.369 1.459 1.630 0.50
C -0.294 0.317 -0.449 0.94
C 0.291 0.271 0.865 0.54
C -5.452 -2.007 -4.361 -1.15
C 5.815 1.096 2.489 -1.10
H -2.594 -1.238 -4.708 0.40
H 3.100 1.105 1.106 0.49
H -0.997 3.649 -0.505 0.41
H 0.995 -3.080 0.963 0.38
H 0.023 -2.929 -1.354 0.50
H 0.036 3.565 1.750 0.48
H -1.241 1.665 -1.904 0.39
H 0.999 -1.102 2.365 0.51
H -6.290 -1.389 -4.174 0.33
H -5.712 -3.090 -4.276 0.27
H -5.105 -1.805 -5.387 0.32
H 6.264 0.103 2.609 0.28
H 5.902 1.408 1.435 0.35
H 6.376 1.819 3.118 0.31
```

=====

Molecular formula: C3H27NO12
Method: DFT, the ωB97M-V functional and the def2-TZVPD basis

Output
- 2S+1: 2
- Charge: +1
- Kohn-Sham gap (spin up / spin down): 8.29 / 3.98 eV
- E_HOMO (spin up / spin down): -13.536 / -13.535 eV
- <S²>: 0.758

```
43
Properties=species:S:1:pos:R:3:mulliken_charge:R:1
O -3.180 1.077 1.979 -0.27
C -2.320 0.522 1.305 -0.31
C -2.590 -0.235 0.017 0.41
C -2.026 -1.620 0.343 -0.30
O -1.786 -2.342 -0.781 -0.37
N -1.790 0.532 -1.019 -0.30
H -1.262 0.535 1.603 0.41
H -3.688 -0.156 -0.208 0.57
H -0.902 -1.623 0.865 -0.08
H -2.876 -2.099 1.020 0.45
H -2.646 -2.621 -1.201 0.34
H -2.368 0.621 -1.805 0.27
H -0.909 0.064 -1.262 0.09
H -0.336 -1.904 3.775 0.32
H -0.442 -2.588 2.539 0.32
O -0.914 -2.484 3.324 -0.57
H 2.414 0.572 -1.061 0.24
H 1.296 0.508 -0.287 0.32
O 1.514 0.259 -1.159 -0.64
H 0.215 -3.858 -0.316 0.25
H 1.456 -3.920 0.518 0.45
O 0.610 -4.283 0.557 -0.66
H 0.915 3.825 -0.019 0.38
H 0.390 4.195 1.316 0.25
O 1.158 4.107 0.955 -0.60
H 3.009 3.194 0.381 0.33
H 2.544 3.131 -1.041 0.31
O 2.728 2.565 -0.306 -0.62
H -1.805 2.537 -0.191 0.32
H -2.009 3.983 0.039 0.28
O -1.294 3.373 -0.010 -0.55
H 2.789 -1.895 0.664 0.30
H 2.423 -2.214 -0.769 0.29
O 2.573 -2.661 0.066 -0.65
H 1.338 1.717 -2.170 0.40
H -0.036 2.603 -1.934 0.28
O 0.738 2.389 -2.528 -0.62
H 0.664 -2.336 -2.505 0.31
H 0.224 -1.147 -3.378 0.27
O 0.158 -1.994 -3.315 -0.59
H 3.958 0.279 1.998 0.28
H 3.724 0.934 0.577 0.29
O 3.453 0.236 1.217 -0.60
```